Record 1
{
  "formula": "C7H10O",
  "method": "ωB97M-V with the def2-TZVPD basis set",
  "e_lumo_ev": 1.051,
  "smiles": "C1OC2(CC2)[C@H]2C[C@H]12",
  "spin_multiplicity": 1,
  "elements": ["C", "O", "C", "C", "C", "C", "C", "C", "H", "H", "H", "H", "H", "H", "H", "H", "H", "H"],
  "coordinates": [[-1.088, 1.437, 0.001], [0.384, 1.434, -0.081], [0.661, 0.058, -0.224], [1.472, -0.522, 0.921], [2.006, -0.409, -0.570], [-0.425, -0.731, -0.600], [-1.669, -1.374, -0.019], [-1.419, 0.001, 0.485], [-1.276, 2.187, 0.728], [-1.653, 1.875, -0.879], [1.268, -1.537, 1.511], [1.832, 0.259, 1.631], [2.001, -1.071, -1.252], [2.966, 0.239, -0.646], [-0.782, -0.516, -1.693], [-1.600, -2.145, 0.674], [-2.457, -1.465, -0.752], [-0.605, -0.052, 1.365]],
  "mulliken_charge": [-0.5535, -0.4881, 0.8332, -0.6700, -0.9721, -0.2445, -0.4809, 0.1118, 0.3117, 0.2463, 0.2277, 0.2627, 0.3470, 0.2279, 0.1927, 0.2529, 0.2561, 0.1391]
}

***

Record 2
{
  "formula": "C7H10O",
  "method": "ωB97M-V with the def2-TZVPD basis set",
  "e_lumo_ev": 0.908,
  "spin_multiplicity": 1,
  "elements": ["C", "C", "C", "C", "C", "C", "C", "H", "H", "H", "H", "H", "H", "H", "H", "H", "H", "O"],
  "coordinates": [[-2.271, -0.196, -0.032], [-0.910, 0.330, 0.198], [-0.527, 1.500, -0.013], [1.628, 0.539, -0.016], [1.217, -0.379, 1.000], [0.082, -0.800, 0.024], [1.215, -0.525, -1.008], [-2.589, -1.039, 0.675], [-2.611, -0.456, -1.241], [-3.019, 0.650, 0.411], [-1.379, 2.379, 0.001], [2.669, 0.959, -0.171], [1.304, -0.019, 2.216], [2.067, -1.044, 1.091], [-0.346, -1.860, 0.013], [0.694, -0.307, -2.066], [1.984, -1.443, -0.948], [0.792, 1.712, -0.135]],
  "mulliken_charge": [-1.1861, 0.4651, -0.3488, -0.1076, -0.8279, -0.0133, -0.5085, 0.3445, 0.1831, 0.3376, 0.1818, 0.3872, 0.1999, 0.3847, 0.3577, 0.2601, 0.2821, -0.3913]
}

***

Record 3
{
  "formula": "C7H10O",
  "method": "ωB97M-V with the def2-TZVPD basis set",
  "e_lumo_ev": 0.833,
  "smiles": "c1ccccc1.CO",
  "spin_multiplicity": 1,
  "elements": ["C", "C", "C", "C", "C", "C", "H", "H", "H", "H", "H", "H", "C", "O", "H", "H", "H", "H"],
  "coordinates": [[0.035, 0.397, -1.692], [0.705, -0.756, -1.533], [-0.038, -1.902, -1.955], [-1.432, -1.746, -2.079], [-1.987, -0.507, -2.116], [-1.287, 0.701, -2.006], [0.663, 1.289, -1.494], [1.731, -0.753, -1.193], [0.603, -2.791, -1.989], [-2.126, -2.723, -1.879], [-3.157, -0.564, -2.324], [-1.615, 1.727, -1.985], [0.952, 1.251, 3.643], [2.256, 1.441, 3.438], [0.388, 1.646, 2.768], [0.837, 0.144, 3.442], [0.634, 1.640, 4.709], [2.839, 1.505, 4.244]],
  "mulliken_charge": [0.0207, -0.4623, -0.2798, -0.3336, 0.1448, -0.7708, 0.2236, 0.3820, 0.3224, 0.1892, 0.1954, 0.3695, -0.3706, -0.5157, 0.1644, 0.1737, 0.2262, 0.3209]
}

***

Record 4
{
  "formula": "C7H10O",
  "method": "ωB97M-V with the def2-TZVPD basis set",
  "e_lumo_ev": 0.475,
  "smiles": "C#C/C(C)=C(/C)CO",
  "spin_multiplicity": 1,
  "elements": ["C", "C", "C", "C", "C", "C", "C", "O", "H", "H", "H", "H", "H", "H", "H", "H", "H", "H"],
  "coordinates": [[0.456, 1.785, -2.392], [0.187, 1.299, -1.295], [-0.187, 0.895, -0.047], [-0.691, 1.751, 1.003], [0.018, -0.447, 0.244], [-0.181, -0.903, 1.722], [0.674, -1.414, -0.690], [0.022, -2.738, -0.832], [0.409, 1.796, -3.617], [-0.848, 0.907, 1.852], [-1.497, 2.635, 0.574], [0.175, 2.473, 1.332], [-0.426, 0.114, 2.270], [0.914, -1.462, 2.020], [-1.105, -1.659, 1.482], [1.693, -1.623, -0.265], [0.856, -0.813, -1.641], [-0.471, -2.596, -1.722]],
  "mulliken_charge": [-0.0911, -0.6510, 0.9533, -1.1183, 0.3702, -0.9456, -0.6974, -0.5085, 0.2793, 0.0901, 0.3026, 0.2797, 0.3303, 0.2729, 0.2668, 0.2416, 0.2874, 0.3377]
}

***

Record 5
{
  "formula": "C7H10O",
  "method": "ωB97M-V with the def2-TZVPD basis set",
  "e_lumo_ev": 1.067,
  "smiles": "C1=C\\COC/C=C\\C/1",
  "spin_multiplicity": 1,
  "elements": ["C", "C", "C", "O", "C", "C", "C", "C", "H", "H", "H", "H", "H", "H", "H", "H", "H", "H"],
  "coordinates": [[1.380, -0.025, -0.890], [1.758, 0.632, 0.200], [0.870, 0.706, 1.382], [-0.436, 1.161, 1.066], [-1.467, 0.124, 0.925], [-1.798, 0.051, -0.442], [-0.988, -0.362, -1.365], [0.309, -1.060, -1.072], [2.023, -0.029, -1.838], [2.736, 1.069, 0.259], [1.282, 1.503, 2.054], [0.872, -0.250, 1.940], [-1.131, -0.808, 1.408], [-2.278, 0.542, 1.547], [-2.755, 0.470, -0.714], [-1.403, -0.356, -2.389], [0.297, -1.713, -0.167], [0.730, -1.655, -1.904]],
  "mulliken_charge": [-0.3902, -0.2419, -0.4622, -0.3596, -0.7022, -0.1014, -0.3042, -0.5558, 0.2534, 0.4044, 0.2962, 0.2870, 0.3264, 0.3172, 0.3037, 0.3333, 0.2303, 0.3656]
}

***

Record 6
{
  "formula": "C7H10O2",
  "method": "ωB97M-V with the def2-TZVPD basis set",
  "e_lumo_ev": -0.616,
  "spin_multiplicity": 1,
  "elements": ["C", "C", "C", "C", "C", "C", "C", "O", "O", "H", "H", "H", "H", "H", "H", "H", "H", "H", "H"],
  "coordinates": [[-1.388, -0.790, 0.801], [-1.432, 0.160, -0.282], [0.073, 0.821, 0.124], [0.933, 1.138, -1.084], [0.811, -0.544, 0.751], [0.695, 0.913, -2.369], [1.407, -0.435, 1.943], [-1.622, -2.091, 0.687], [-0.048, 1.748, 0.991], [-1.709, -2.337, -0.246], [-1.419, -0.436, 1.821], [-2.182, 0.943, -0.200], [-1.463, -0.325, -1.258], [1.840, 1.652, -0.780], [1.055, -1.368, 0.083], [-0.191, 0.406, -2.730], [1.362, 1.289, -3.135], [1.193, 0.439, 2.549], [2.085, -1.184, 2.333]],
  "mulliken_charge": [0.1010, -0.9542, 1.4889, -0.6137, -0.5515, -0.7763, -0.7272, -0.4038, -0.7846, 0.3643, 0.4520, 0.3138, 0.3019, 0.3499, 0.4088, 0.1709, 0.2803, 0.2882, 0.2913]
}